DFT (ωB97M-V/def2-TZVPD) results for a cluster of 2 separate species, C9H16N3 in total at a distorted geometry.

Values from the calculation:
- charge = +1
- energy above the lowest of the compared OMol25 structures with the same formula, charge and spin (kJ/mol) = 201.3
- DFT total energy (eV) = -14056.01710
- HOMO-LUMO gap (eV) = 8.51

Cartesian coordinates (Å):
C -3.272466 1.857175 -1.161361
C -1.662541 0.227588 -1.874956
N -1.306197 -1.051452 -1.923015
N -2.955378 0.451058 -1.406238
N -0.742063 1.164125 -2.022189
H -2.082311 -1.785261 -1.996533
H -0.509467 -1.424440 -2.467600
H -3.568706 -0.137011 -1.973102
H -1.029834 2.125773 -1.928408
H 0.268151 1.124022 -2.146450
H -2.445518 2.239229 -0.476728
H -4.168794 1.907099 -0.451410
H -3.521324 2.506940 -2.004136
C 3.315940 0.917474 0.992062
C 0.369460 -2.094207 1.897249
C 1.529762 -2.027203 2.687457
C 0.200552 -1.253240 0.805349
C 2.477455 -1.083938 2.357326
C 1.222202 -0.351548 0.512295
C 2.316995 -0.116804 1.356540
H -0.457280 -2.679027 2.276362
H 1.736579 -2.603122 3.586856
H -0.747832 -1.196121 0.293890
H 3.261425 -0.842963 3.087444
H 1.058863 0.350315 -0.299742
H 4.353706 0.662422 0.726269
H 3.215529 1.846511 1.575529
H 3.143095 1.266604 -0.022759

Atoms 1-2, force components in eV/Å:
C -1.149 0.438 2.965
C 0.120 -0.866 1.291